No. 1
C24H22ClFeNOPS | wB97M-V/def2-TZVPD

```
! RIJCOSX wB97M-V def2-TZVPD def2/J DEFGRID3
* xyz 2 6
Fe -0.4079 0.7862 1.4103
Cl 0.2210 2.0541 3.1137
C -1.6058 -0.6548 0.8740
O -2.4619 -1.3985 0.5951
P 0.6026 -0.0887 -0.5063
C 1.7126 -1.4956 -0.1285
C -0.1054 -0.6660 -2.0869
C 1.6905 1.3064 -0.9788
C 0.0527 0.0540 -3.2866
C -0.4190 -0.4851 -4.4874
C -1.0703 -1.7225 -4.4967
C -1.2359 -2.4389 -3.3071
C -0.7486 -1.9166 -2.1078
H 0.5628 1.0195 -3.2873
H -0.2777 0.0725 -5.4156
H -1.4589 -2.1265 -5.4303
H -1.7382 -3.4083 -3.3055
H -0.8471 -2.5009 -1.1921
C 1.9309 -1.8017 1.2131
C 2.8163 -2.7982 1.6054
C 3.4417 -3.5774 0.6238
C 3.1865 -3.3260 -0.7306
C 2.3272 -2.2887 -1.1134
H 1.3823 -1.2458 1.9581
H 3.0127 -2.9634 2.6681
H 4.1201 -4.3771 0.9229
H 3.6592 -3.9404 -1.5003
H 2.1286 -2.1114 -2.1680
C 3.0718 1.1231 -1.1463
C 3.8708 2.2159 -1.4972
C 3.3023 3.4836 -1.6680
C 1.9247 3.6671 -1.5004
C 1.1187 2.5797 -1.1602
H 3.5149 0.1338 -1.0151
H 4.9427 2.0673 -1.6347
H 3.9335 4.3343 -1.9230
H 1.4804 4.6566 -1.6336
H 0.0418 2.7132 -1.0138
H 1.3978 -0.6304 3.5307
H 1.4797 0.0088 3.1121
S -2.3134 1.9278 0.8731
C -3.4016 1.7002 2.1799
N -2.9359 1.4948 3.4569
C -3.7295 1.0338 4.4753
C -5.0786 0.8374 4.2439
C -5.6137 1.1818 2.9915
C -4.7830 1.6130 1.9637
H -1.9295 1.6466 3.6448
H -3.2426 0.8732 5.4418
H -5.7004 0.4300 5.0462
H -6.6844 1.0990 2.8140
H -5.1373 1.8493 0.9630
*
```

Results
Gap between HOMO and LUMO (alpha / beta) (Eh): 0.298 / 0.129


No. 2
C24H22CoNO6 | wB97M-V/def2-TZVPD

```
! RIJCOSX wB97M-V def2-TZVPD def2/J DEFGRID3
* xyz -1 4
Co 0.0184 0.0494 1.2375
O 3.3592 0.6072 3.5763
C 2.6744 0.4647 2.5592
O 1.6256 -0.3350 2.3700
C 3.0695 1.2372 1.2573
C 2.9513 0.3075 0.0234
C 3.6646 0.9320 -1.1825
C 2.7961 2.1415 -1.6064
C 1.6888 2.0295 -0.5936
O 1.4947 0.5902 -0.4184
C 2.2055 2.4612 0.8263
C 1.0282 2.7692 1.7870
O 0.8024 3.9180 2.1406
O 0.1036 1.8122 1.9676
H 4.1104 1.4961 1.3782
H 3.1972 -0.7282 0.2055
H 3.7466 0.1537 -2.0097
H 4.6021 1.2557 -0.8964
H 2.4901 2.1111 -2.6483
H 3.3400 3.0648 -1.3876
H 0.7751 2.5503 -0.9046
H 2.7322 3.4418 0.7008
O -0.8829 -0.6721 2.8835
C -1.0127 -2.0859 2.8106
C -0.4596 -2.6401 1.5075
C -0.4857 -4.0042 1.2366
C 0.0283 -4.4756 0.0272
C 0.5981 -3.6039 -0.8938
C 0.6320 -2.2410 -0.5464
N 0.1864 -1.7782 0.6828
H -0.0961 -0.3225 3.3920
H -2.0510 -2.3754 2.8592
H -0.5968 -2.5476 3.6624
H -0.9374 -4.7059 1.9351
H -0.0408 -5.5378 -0.2532
H 0.7475 -3.9023 -1.9479
H 1.1304 -1.4837 -1.1356
C -3.4202 -0.9737 -3.1703
C -2.8873 -1.7970 -2.1556
C -2.5151 -1.2486 -0.9457
C -2.4089 0.1418 -0.7674
C -1.7150 0.8308 0.2534
C -2.0777 2.1884 0.4494
C -3.0087 2.8911 -0.3288
C -3.3458 2.3424 -1.5440
C -3.0758 0.9638 -1.8051
C -3.4783 0.4077 -3.0301
H -3.6737 -1.3829 -4.1481
H -2.8418 -2.8823 -2.2968
H -2.2146 -1.9624 -0.1956
H -1.7235 2.6817 1.3779
H -3.1967 3.9340 -0.0796
H -3.8080 2.8900 -2.3512
H -3.8444 1.0209 -3.8645
*
```

Results
Gap between HOMO and LUMO (alpha / beta) (Eh): 0.217 / 0.244
ΔE to the lowest compared entry with this formula, charge and spin (kJ/mol): 87.3


Computed values of F_max (unit: eV/Å) for the preceding records, in sequence: 6.432; 4.216.